DFT (ωB97M-V/def2-TZVPD) results for C23H20N8O2PtS2 as an isolated structure.

The maximum force is 1.40 eV Å⁻¹. The calculation puts the orbital gap (alpha / beta) at 0.2511 / 0.1896 hartree. As for the electronic energy: -2391.997562 hartree.

Geometry as ORCA input:
```
! wB97M-V def2-TZVPD RIJCOSX def2/J DEFGRID3
* xyz 2 5
Pt -0.25474 -0.93974 0.11289
N -4.97751 1.98694 6.46803
C -4.32019 1.41187 5.47843
C -3.71706 0.12428 5.67642
C -3.06915 -0.47323 4.64242
C -3.00142 0.18750 3.39505
C -3.56418 1.46118 3.18390
C -4.21781 2.07453 4.20910
S -2.14088 -0.62438 2.07902
O -2.48841 0.12126 0.88553
O -2.50106 -2.01638 2.13916
N -0.59428 -0.36538 2.29645
C 0.21434 -1.41845 2.76532
N 0.21535 -1.80162 4.02191
C 1.08252 -2.77623 4.32140
C 1.93236 -3.34412 3.38510
C 1.82747 -2.89444 2.08443
N 0.96245 -1.92834 1.77539
H -5.06517 1.54202 7.37185
H -5.41905 2.88982 6.35506
H -3.78957 -0.35460 6.64467
H -2.60753 -1.44467 4.75892
H -3.48108 1.92455 2.21106
H -4.66640 3.05153 4.08137
H 1.08815 -3.11348 5.35069
H 2.63886 -4.11378 3.65674
H 2.42382 -3.30206 1.27786
S 1.48709 0.43492 -0.80960
C 2.06059 -0.76600 -1.84849
N 3.18627 -0.71580 -2.56935
N 3.92579 0.33394 -2.41595
C 5.11318 0.52481 -3.10684
C 5.82628 1.69499 -2.82562
C 7.02065 1.92117 -3.47700
C 7.49274 0.98994 -4.39712
C 6.76724 -0.17006 -4.67310
C 5.57169 -0.41565 -4.03454
N 1.35374 -1.93730 -2.17552
N 0.30133 -2.12755 -1.53696
C -0.49673 -3.23430 -1.95187
C -1.48050 -3.67344 -1.07249
C -2.28028 -4.74376 -1.43267
C -2.10517 -5.34823 -2.66933
C -1.12642 -4.89248 -3.54860
C -0.30909 -3.83799 -3.19381
H 3.63021 1.06609 -1.76564
H 5.44096 2.41128 -2.10919
H 7.58530 2.81978 -3.27231
H 8.43023 1.16870 -4.90604
H 7.14319 -0.88158 -5.39493
H 4.98943 -1.30221 -4.23859
H -1.61972 -3.18990 -0.11022
H -3.03845 -5.10342 -0.75122
H -2.74007 -6.17568 -2.95648
H -1.00839 -5.35995 -4.51622
H 0.45466 -3.47036 -3.86372
*
```

***

DFT (ωB97M-V/def2-TZVPD) results for a 2-piece molecular cluster, C3H11N3OS overall.

The maximum force is 4.03 eV Å⁻¹. The value obtained for the energy relative to the best compared isomer or geometry (same formula, charge and spin) is 81.45 kcal/mol. The calculation puts the orbital gap at 0.3717 hartree. As for the electronic energy: -758.482393 hartree.

Geometry as ORCA input:
```
! wB97M-V def2-TZVPD RIJCOSX def2/J DEFGRID3
* xyz 0 1
C -2.80113 -1.19880 -0.53301
C 2.20851 -0.81445 0.34811
C 2.40356 1.18898 1.48166
N -1.34651 -1.00952 -0.42104
N -0.57976 1.38188 -1.15939
N 2.10121 -0.02982 1.49036
O -1.90961 1.08426 1.03259
S -0.77878 0.37711 0.42185
H -3.26508 -0.76800 -1.45725
H -3.33532 -0.74767 0.38212
H -2.87378 -2.31812 -0.48980
H 3.02017 -1.50415 0.47482
H 1.27776 -1.47692 0.22977
H 2.40913 -0.27979 -0.62671
H 2.66297 1.53792 0.47447
H -0.85943 -0.96006 -1.39555
H 2.30214 1.85392 2.31557
H -1.10765 2.22105 -1.27366
H 0.47160 1.46217 -1.29490
*
```

***

DFT (ωB97M-V/def2-TZVPD) results for one molecule with the formula C5H11NO.

The maximum force is 2.02 eV Å⁻¹. The value obtained for the energy relative to the best compared isomer or geometry (same formula, charge and spin) is 63.81 kcal/mol. The structure (SMILES) is C=C(N)CCCO. The calculation puts the orbital gap at 0.3064 hartree. As for the electronic energy: -327.029652 hartree.

Geometry as ORCA input:
```
! wB97M-V def2-TZVPD RIJCOSX def2/J DEFGRID3
* xyz 0 1
C 2.49631 -0.49009 0.08573
C 1.33206 -0.65228 -0.60291
N 1.24099 -1.46406 -1.73350
C 0.14425 0.23502 -0.38336
C -0.31925 0.44854 1.07036
C -1.64331 1.20946 1.08818
O -2.70690 0.56752 0.39727
H 2.74615 0.51932 0.37794
H 3.07839 -1.23048 0.61804
H 0.51762 -1.19667 -2.37857
H 2.17606 -1.59470 -2.07424
H 0.27290 1.23705 -0.81261
H -0.71649 -0.24196 -0.86091
H -0.49738 -0.58046 1.41294
H 0.41440 0.85394 1.76297
H -1.44902 2.21245 0.69406
H -1.83393 1.28943 2.16170
H -3.39784 0.52171 1.06434
*
```

***

DFT (ωB97M-V/def2-TZVPD) results for C29H22BaBr2N3O4P as an isolated structure.

The maximum force is 0.28 eV Å⁻¹. The value obtained for the energy relative to the best compared isomer or geometry (same formula, charge and spin) is 0.00 kcal/mol. The calculation puts the orbital gap at 0.2774 hartree. As for the electronic energy: -7098.649623 hartree.

Geometry as ORCA input:
```
! wB97M-V def2-TZVPD RIJCOSX def2/J DEFGRID3
* xyz 0 1
Ba -1.72232 2.08121 -1.04140
O 0.25696 3.85189 -0.85200
C 0.48391 3.41720 0.30778
O -0.41436 3.06910 1.11687
C 1.92714 3.16415 0.66056
C 2.64660 4.03519 1.46795
C 3.98759 3.79659 1.72196
C 4.61514 2.68523 1.17398
C 3.89482 1.80470 0.38348
C 2.54234 2.02820 0.12893
P 1.52162 0.87522 -0.86008
C 2.72507 0.38436 -2.15164
C 3.33654 -0.86273 -2.22410
C 4.24147 -1.14143 -3.24145
C 4.54750 -0.17879 -4.18986
C 3.94125 1.06961 -4.12346
C 3.03133 1.34551 -3.11638
C 1.42564 -0.62439 0.18336
C 2.00121 -0.75336 1.44338
C 1.80203 -1.90788 2.19079
C 1.03255 -2.94571 1.68683
C 0.45475 -2.82589 0.42916
C 0.64355 -1.66959 -0.31066
H 2.15620 4.90578 1.88493
H 4.54815 4.48373 2.34283
H 5.66573 2.50464 1.36221
H 4.38423 0.93763 -0.04492
H 3.11230 -1.62120 -1.48513
H 4.70946 -2.11673 -3.28565
H 5.25423 -0.39820 -4.97965
H 4.17454 1.82846 -4.85926
H 2.56374 2.32366 -3.06857
H 2.59141 0.05349 1.85767
H 2.24870 -1.99014 3.17382
H 0.87579 -3.84146 2.27427
H -0.16375 -3.62131 0.03162
H 0.14979 -1.56480 -1.27238
Br -4.21519 -2.33313 -3.19740
C -3.68495 -2.21500 -1.38322
C -4.18251 -3.16013 -0.47857
C -3.87467 -3.08698 0.84908
Br -4.56511 -4.40027 2.02971
C -3.04288 -2.04383 1.32890
C -2.64885 -1.90630 2.67763
C -1.84875 -0.86359 3.05260
C -1.45720 0.07083 2.08129
N -1.80405 -0.02958 0.82016
C -2.56133 -1.07885 0.40892
C -2.86149 -1.14716 -1.01597
O -2.42067 -0.26172 -1.82632
H -4.81606 -3.95190 -0.85558
H -2.98158 -2.63925 3.40002
H -1.51995 -0.74417 4.07560
H -0.84787 0.93106 2.34215
N -5.20808 0.95938 1.27530
C -5.00458 1.19129 -0.04208
N -5.60092 0.34117 -0.91376
O -4.32556 2.15481 -0.42745
H -5.79339 0.21597 1.60897
H -4.82777 1.61620 1.93195
H -5.85489 -0.58211 -0.60103
H -5.24451 0.38132 -1.85668
*
```

***

> The highest electronic energy belongs to which entry?

C5H11NO

***

> Which formula does entry 2 have?

C3H11N3OS

***

> Which of these has the highest electronic energy?

C5H11NO